(1)
Computed, not measured: a cluster of 4 separate species, C9H12Cl4N2O4 in total at a distorted geometry, with ωB97M-V/def2-TZVPD.

CARTESIAN COORDINATES (ANGSTROEM)
C: -6.38953 -2.18308 -1.62078
Cl: -5.27921 -1.12405 -2.57224
Cl: -6.35197 -3.74706 -2.30434
Cl: -5.81303 -2.30505 0.03981
Cl: -8.11967 -1.69435 -1.65756
C: -1.52366 -1.14274 -1.44735
N: -0.34809 -0.33723 -2.06352
O: 0.60757 -0.15407 -1.34414
O: -0.42765 0.19110 -3.15028
H: -2.43214 -0.89987 -1.99852
H: -1.62972 -0.83034 -0.40848
H: -1.31170 -2.21068 -1.49906
C: -3.54825 -1.33091 3.24171
N: -2.49087 -1.43828 2.25859
O: -2.59088 -2.28310 1.38553
O: -1.60554 -0.66549 2.25573
H: -4.46247 -1.24136 2.65496
H: -3.37671 -0.45251 3.86387
H: -3.60411 -2.27203 3.78878
C: 4.74936 0.89422 -0.44197
C: 5.91998 1.08014 0.26112
C: 6.20901 2.41141 0.68434
C: 5.36371 3.47685 0.47863
C: 4.16980 3.25117 -0.11936
C: 3.86652 1.97203 -0.55377
H: 4.50247 -0.05888 -0.88587
H: 6.67724 0.31718 0.36526
H: 7.11846 2.52806 1.25503
H: 5.65253 4.42435 0.90902
H: 3.55018 4.10027 -0.36736
H: 2.91837 1.72443 -1.00776

Calculated values
Kohn-Sham gap = 8.765 eV
energy = -2601.14413 Ha
SMILES string = C[N+](=O)[O-].C[N+](=O)[O-].ClC(Cl)(Cl)Cl.c1ccccc1
HOMO energy = -8.866 eV
maximum force = 3.37 eV Å⁻¹

Mulliken atomic charge list, values in e, 5 entries: number 1, C, carries 0.34; number 2, Cl, carries -0.10; number 3, Cl, carries -0.09; number 4, Cl, carries -0.07; number 5, Cl, carries -0.10

(2)
Computed, not measured: a cluster of 2 separate species, C5H14N2O in total at a distorted geometry, with ωB97M-V/def2-TZVPD.

CARTESIAN COORDINATES (ANGSTROEM)
C: 1.04796 0.17664 1.33982
C: -0.09992 0.38484 0.24341
C: 0.19340 -0.53736 -0.84829
C: 0.06110 -0.11106 -2.12995
N: 0.30210 -0.85401 -3.30451
C: 0.59276 -2.09671 -3.34806
N: 0.68129 0.37341 2.88441
H: 1.39883 -0.84223 1.30638
H: 1.92074 0.89515 1.16892
H: -1.17648 0.26355 0.68959
H: -0.16030 1.34792 -0.08739
H: 0.32410 -1.57180 -0.47297
H: -0.19623 0.84468 -2.30701
H: 0.27245 -0.29490 -4.17462
H: 1.01875 -2.61799 -4.27346
H: 0.46955 -2.81539 -2.45871
H: 0.41521 -0.48428 3.46199
H: 1.36274 0.94775 3.39291
H: -0.29936 0.75030 2.80414
H: -3.11339 2.37424 3.26323
H: -1.64844 2.63748 2.98338
O: -2.28047 1.87895 3.26284

Calculated values
Kohn-Sham gap = 9.125 eV
energy = -382.96849 Ha
HOMO energy = -17.724 eV
maximum force = 4.21 eV Å⁻¹
net charge = +2

Mulliken atomic charge list, values in e, 5 entries: number 1, C, carries -0.63; number 2, C, carries -0.57; number 3, C, carries -0.35; number 4, C, carries -0.10; number 5, N, carries 0.00

(3)
Computed, not measured: a cluster of 9 separate species, C4H26N2O10 in total at a distorted geometry, with ωB97M-V/def2-TZVPD.

CARTESIAN COORDINATES (ANGSTROEM)
O: 0.91733 3.01610 -1.60216
C: 0.29238 2.87372 -0.56352
N: -1.03071 3.24597 -0.50381
C: -1.65175 3.53307 0.75886
C: 1.09392 2.25738 0.69318
N: 1.32949 0.86902 0.54610
C: 1.67180 0.14392 -0.68877
O: 0.63976 -0.86574 -0.74352
H: -1.45775 3.75832 -1.26513
H: -2.47927 4.29295 0.66810
H: -2.23771 2.71612 1.16670
H: -1.02317 4.27569 1.33215
H: 0.38206 2.40083 1.51822
H: 2.06894 2.77319 0.57417
H: 0.68355 0.26189 1.08778
H: 1.46213 0.61286 -1.65075
H: 2.71633 -0.14755 -0.52517
H: 0.84501 -1.53874 -0.05479
H: -0.98118 -1.57371 -0.41839
H: -2.27351 -1.03537 -1.28381
O: -1.81252 -1.77157 -0.87261
H: 2.54622 -2.14587 1.56413
H: 4.05867 -1.76781 1.25857
O: 3.29861 -1.60800 1.82836
H: -2.48819 -0.18811 2.07794
H: -2.57027 -1.48262 2.69231
O: -2.28832 -0.57479 2.94160
H: 0.73787 -2.49032 2.84127
H: -0.05974 -3.42350 2.05041
O: 0.72591 -2.86014 1.94575
H: 3.08737 0.54472 -2.70484
H: 3.32396 1.95429 -3.17909
O: 3.78812 1.11541 -3.06573
H: -2.40576 1.67444 -1.58981
H: -2.46650 0.69086 -2.86640
O: -2.87916 0.97779 -2.05192
H: -3.48822 -3.45186 1.29110
H: -2.57586 -2.71890 0.28114
O: -2.57752 -3.16468 1.16954
H: 1.29610 -3.99977 -2.20133
H: 0.45744 -3.37384 -1.20131
O: 1.32412 -3.80569 -1.25448

Calculated values
Kohn-Sham gap = 8.804 eV
energy = -1029.84694 Ha
SMILES string = CNC(=O)CNCO.O.O.O.O.O.O.O.O
HOMO energy = -8.632 eV
maximum force = 3.33 eV Å⁻¹

Mulliken atomic charge list, values in e, 5 entries: number 1, O, carries -0.64; number 2, C, carries 0.51; number 3, N, carries -0.18; number 4, C, carries -1.15; number 5, C, carries -0.78

(4)
Computed, not measured: the molecule C3H6O2 at a distorted geometry, with ωB97M-V/def2-TZVPD.

CARTESIAN COORDINATES (ANGSTROEM)
C: -0.74727 -0.53111 0.64313
C: 0.92329 0.86772 -0.78857
C: 0.27901 -0.37502 -0.29835
O: -1.50968 0.57408 1.02707
O: 0.43473 -1.50106 -0.94822
H: -1.62177 0.58051 1.98285
H: -0.53267 -1.25213 1.43166
H: -0.49088 -1.87081 -0.26834
H: 0.68783 1.70482 -0.13496
H: 2.00076 0.70108 -0.84898
H: 0.57665 1.10192 -1.79728

Calculated values
Kohn-Sham gap = 8.675 eV
energy = -268.27444 Ha
SMILES string = C/C(O)=C\O
HOMO energy = -7.908 eV
maximum force = 3.07 eV Å⁻¹

Mulliken atomic charge list, values in e, 5 entries: number 1, C, carries -0.69; number 2, C, carries -1.00; number 3, C, carries 0.85; number 4, O, carries -0.47; number 5, O, carries -0.54

(5)
Computed, not measured: a structure of composition CH3N2O3S at a distorted geometry, with ωB97M-V/def2-TZVPD.

CARTESIAN COORDINATES (ANGSTROEM)
C: -2.44846 -0.29705 -0.70677
N: -1.30557 -0.44442 -0.58142
N: 1.42500 1.01404 0.66284
O: 0.13125 -2.38986 1.19978
O: 1.24813 0.88860 -0.79151
O: 0.93986 -0.20759 1.17730
S: 0.60712 -1.44609 0.27967
H: -3.39804 0.05307 -1.00357
H: 0.64714 1.60655 1.03434
H: 2.15357 1.22276 -1.27066

Calculated values
Kohn-Sham gap = 9.252 eV
energy = -772.84628 Ha
HOMO energy = -15.549 eV
maximum force = 3.77 eV Å⁻¹
net charge = +1

Mulliken atomic charge list, values in e, 5 entries: number 1, C, carries 0.06; number 2, N, carries -0.28; number 3, N, carries 0.02; number 4, O, carries -0.28; number 5, O, carries -0.45

Which value of Kohn-Sham gap does entry 1 give?
8.765 eV

Which of these has the highest energy?
C3H6O2

Look up the energy of the second one.
-382.96849 Ha